C19H28N2O3SZr | the ωB97M-V functional and the def2-TZVPD basis

Element x y z (Å)
C  6.2202  -1.7578  1.0786
C  4.6548  -1.3344  0.7194
C  4.5057  0.2319  0.2394
C  3.1786  0.8798  0.9567
C  2.2846  1.6025  -0.2123
C  0.9799  0.7488  -0.7192
C  0.7885  -0.8917  -0.5737
C  -0.6118  -1.5931  -1.1505
C  -0.9266  -3.2281  -1.0128
C  -1.6753  -3.4202  0.4699
O  -2.7226  -2.4193  0.7258
C  -4.0182  -2.7990  0.1416
O  -4.3683  -4.0111  -0.3026
C  -5.1973  -1.6290  0.0655
C  -4.6398  -0.1071  0.3094
C  -1.8084  -0.7202  -1.9084
N  -3.1169  -1.1721  -2.5233
S  -3.9844  0.2179  -3.1657
N  -2.8237  1.4902  -2.7691
C  -1.6225  0.9033  -2.0525
C  -0.2644  1.5991  -1.4443
O  -0.0967  3.0581  -1.5230
C  -1.1423  3.7864  -0.7891
C  -1.6729  3.0573  0.5798
C  -0.5027  2.8126  1.7216
H  6.2888  -2.9270  1.1197
H  6.9764  -1.3953  0.2369
H  6.4974  -1.2904  2.1348
H  4.2317  -2.0039  -0.1693
H  4.0394  -1.4735  1.7215
H  4.4423  0.2741  -0.9518
H  5.4823  0.8654  0.5043
H  3.5805  1.7572  1.6592
H  2.5888  0.1536  1.6595
H  1.8694  2.6604  0.1492
H  2.9245  1.8521  -1.1887
H  1.6131  -1.5365  -0.0420
H  -1.5637  -3.6393  -1.9041
H  0.1309  -3.7451  -0.8951
H  -0.8113  -3.2021  1.2639
H  -2.0015  -4.5349  0.6645
H  -5.7177  -1.6362  -1.0001
H  -6.0830  -1.8272  0.8395
H  -4.9803  0.3119  1.3476
H  -5.1215  0.5965  -0.5249
H  -3.4813  0.0237  0.2096
H  -2.0655  4.1170  -1.4678
H  -0.6460  4.8160  -0.4441
H  -2.4455  3.8174  1.0804
H  -2.3172  2.0716  0.3840
H  -0.2633  1.6455  1.6872
H  -1.0456  2.9748  2.7704
H  0.4436  3.4856  1.5775
Zr  6.0170  2.4837  0.7170

As for the lowest unoccupied orbital energy: -15.6816 eV. Its total charge is +4. The value obtained for the calculated total energy is -41326.6052 eV. The calculation puts the molar mass at 455.7 g/mol. For the HOMO-LUMO gap, the calculation gives 3.4 eV. The calculation puts the HOMO energy at -19.04 eV.



C19H28N4O3S2 | the ωB97M-V functional and the def2-TZVPD basis

Element x y z (Å)
C  6.7638  1.3051  0.5640
C  5.5118  1.4722  1.4172
C  4.2358  1.0453  0.6656
C  3.8374  2.0457  -0.4266
C  3.3327  3.3614  0.1541
C  2.1851  3.0813  1.1159
C  2.5833  2.0350  2.1531
N  3.0595  0.8109  1.5137
C  3.1893  -0.2681  2.4858
C  3.3647  -1.6556  1.8469
N  2.2641  -1.9115  0.9492
C  2.3497  -1.5671  -0.3545
O  3.3728  -1.5885  -1.0057
C  1.0223  -1.0440  -0.9059
N  0.6607  0.1367  -0.1350
S  -0.5538  -0.0721  0.9790
O  -0.5266  1.0617  1.8532
O  -0.4870  -1.3835  1.5853
C  -1.9962  -0.0007  -0.0654
C  -2.2657  1.1984  -0.7142
C  -3.3565  1.3051  -1.5498
C  -4.1752  0.1916  -1.7288
N  -5.2858  0.1360  -2.5161
C  -5.8519  -1.0066  -2.4950
C  -7.0729  -1.3614  -3.2473
S  -5.0628  -2.2184  -1.4629
C  -3.8790  -1.0197  -1.0550
C  -2.7817  -1.1218  -0.2166
H  7.6521  1.5194  1.1549
H  6.8368  0.2862  0.1899
H  6.7545  1.9810  -0.2869
H  5.6233  0.8507  2.3082
H  5.4361  2.5088  1.7469
H  4.4573  0.0990  0.1623
H  3.0463  1.5939  -1.0286
H  4.6906  2.2213  -1.0816
H  4.1393  3.8753  0.6805
H  2.9970  4.0178  -0.6512
H  1.3197  2.7131  0.5625
H  1.8860  3.9935  1.6351
H  3.3403  2.4517  2.8367
H  1.6964  1.7844  2.7409
H  2.2547  -0.2837  3.0571
H  4.0103  -0.1021  3.2017
H  4.2893  -1.7251  1.2722
H  3.3788  -2.4103  2.6368
H  1.3429  -1.8519  1.3759
H  1.1400  -0.7724  -1.9588
H  0.2283  -1.7861  -0.8044
H  1.4794  0.5698  0.3138
H  -1.6063  2.0319  -0.5365
H  -3.5935  2.2218  -2.0646
H  -6.8712  -2.1916  -3.9226
H  -7.8601  -1.6719  -2.5619
H  -7.4072  -0.5002  -3.8189
H  -2.5386  -2.0277  0.3150

As for the lowest unoccupied orbital energy: 0.1754 eV. As for the SMILES: CC[C@@H]1CCCCN1CCNC(=O)CNS(=O)(=O)c1ccc2nc(C)sc2c1. The value obtained for the calculated total energy is -53932.0161 eV. The calculation puts the molar mass at 424.6 g/mol. For the HOMO-LUMO gap, the calculation gives 8.9 eV. Its relative energy (zero: lowest compared OMol25 entry of this formula, charge and spin) is 0.3129 eV. The calculation puts the HOMO energy at -8.71 eV.



C19H28NPPtSe | the ωB97M-V functional and the def2-TZVPD basis

Element x y z (Å)
C  -2.1420  -2.1508  -3.7583
C  -1.0299  -1.3607  -4.0203
C  -0.4236  -0.6165  -3.0109
C  -0.9548  -0.6829  -1.7244
C  -2.0804  -1.4632  -1.4471
C  -2.6614  -2.2205  -2.4659
C  0.7200  0.2601  -3.4064
C  0.9234  1.5299  -2.6064
N  -0.1056  2.5025  -2.4864
Pt  -0.0901  0.3721  -0.1527
C  -2.6820  -1.4555  -0.0703
P  -2.2540  0.1179  0.7296
H  -0.5772  -1.3116  -5.0076
H  -3.5130  -2.8640  -2.2258
H  -2.5816  -2.7399  -4.5600
H  -2.3001  -2.2821  0.5430
H  -3.7757  -1.5482  -0.0778
H  1.6377  -0.3328  -3.2903
H  0.6508  0.5776  -4.4547
H  1.0328  1.2421  -1.5416
C  -2.7428  -0.0811  2.4700
C  -3.3639  1.3301  0.0022
H  1.8675  2.0291  -2.8865
C  -1.4218  2.3617  -3.0429
C  0.3405  3.8566  -2.2496
H  -0.7523  0.1796  1.4997
H  -1.5610  3.2237  -3.7173
H  -1.5665  1.4340  -3.6223
H  -2.1662  2.4176  -2.2250
H  -0.1896  4.5142  -2.9501
H  0.1268  4.1671  -1.2122
H  1.4208  3.9455  -2.4458
H  -4.3674  1.1296  0.3973
H  -3.0372  2.3375  0.2854
H  -3.3840  1.2451  -1.0897
H  -3.7963  -0.3512  2.5920
H  -2.1208  -0.8483  2.9413
H  -2.5378  0.8657  2.9782
H  1.6873  0.9053  -0.1362
Se  2.3078  -0.5735  -0.3236
C  2.7819  -1.0602  1.4688
C  4.1495  -0.9518  1.7752
C  4.6372  -1.2818  3.0403
C  3.7400  -1.7145  4.0375
C  2.3661  -1.8378  3.7436
C  1.8934  -1.5359  2.4490
H  4.8277  -0.6244  0.9849
H  5.7112  -1.1977  3.2372
H  4.1296  -1.9678  5.0276
H  1.6869  -2.1807  4.5300
H  0.8460  -1.6786  2.2059

As for the lowest unoccupied orbital energy (spin up / spin down): 0.3870 / -0.8153 eV. The value obtained for the calculated total energy is -99523.4876 eV. As for the multiplicity: 3. The expectation value of S² is 2.009. The calculation puts the molar mass at 575.5 g/mol. For the HOMO-LUMO gap (spin up / spin down), the calculation gives 4.8 / 6.2 eV. The calculation puts the HOMO energy (spin up / spin down) at -4.39 / -7.01 eV.



C19H29AsN6S3Tm | the ωB97M-V functional and the def2-TZVPD basis

Element x y z (Å)
Tm  -0.6938  -0.3807  1.0996
C  -1.1101  0.1445  3.7442
C  -2.3155  -0.3711  3.1241
C  -2.0481  -1.7000  2.7313
C  -0.7440  -2.0769  2.9622
C  -0.1415  -0.9192  3.5943
H  -0.9445  1.1185  4.2090
H  -3.2952  0.0494  2.9233
H  -2.7214  -2.2775  2.1077
H  -0.1938  -3.0011  2.7233
H  0.8967  -0.9423  3.9026
C  -0.5726  0.8915  -3.4903
C  -0.8360  0.3637  -2.1055
N  0.0334  0.2786  -1.1521
N  1.3358  0.5854  -1.5412
C  2.2301  0.3473  -0.5873
N  3.4869  0.7163  -0.9211
S  1.9955  -0.0620  1.0900
C  -2.1921  0.0094  -1.6959
C  -3.1340  -0.1826  -2.7078
C  -4.4794  -0.3928  -2.3795
C  -4.8155  -0.4596  -1.0966
C  -3.8210  -0.5123  -0.1607
N  -2.5598  -0.2854  -0.4196
H  -1.1169  1.7460  -3.8473
H  -0.5159  0.0257  -4.1728
H  0.4444  1.3063  -3.3417
H  3.7943  0.8625  -1.8895
H  4.0938  0.6851  -0.1372
H  -2.7926  -0.0624  -3.7170
H  -5.2202  -0.5098  -3.1955
H  -5.8315  -0.6528  -0.8185
H  -3.9728  -0.5944  0.9126
S  -0.5561  -2.9529  -0.0670
C  0.9092  -3.6983  -0.3130
N  1.1580  -4.8059  -1.0526
C  2.6155  -4.9429  -1.1571
C  3.1474  -4.3512  0.1098
N  2.0155  -3.3947  0.3385
H  0.4294  -5.0861  -1.6521
H  3.0147  -4.3755  -2.0375
H  2.9037  -5.9756  -1.3152
H  4.0902  -3.8101  -0.0201
H  3.3292  -5.0188  0.9213
H  1.9531  -2.6172  0.9442
C  1.9626  3.3519  2.0136
As  0.5388  3.7968  0.7409
C  -0.1312  5.5279  1.1098
C  1.2260  3.7404  -1.1187
S  -1.1287  2.4452  0.9180
H  2.6856  4.1285  2.1930
H  2.4908  2.4663  1.6460
H  1.4856  3.0259  2.9558
H  0.7245  6.1484  1.5316
H  -0.9669  5.4991  1.8200
H  -0.3163  5.9382  0.1886
H  2.2241  4.1502  -1.2061
H  0.5597  4.3682  -1.7769
H  1.3926  2.6948  -1.4617

As for the lowest unoccupied orbital energy (spin up / spin down): -2.8073 / -2.8074 eV. Its total charge is +1. The value obtained for the calculated total energy is -151986.2557 eV. As for the multiplicity: 3. The expectation value of S² is 2.002. The calculation puts the molar mass at 681.5 g/mol. For the HOMO-LUMO gap (spin up / spin down), the calculation gives 7.8 / 7.8 eV. Its relative energy (zero: lowest compared OMol25 entry of this formula, charge and spin) is 0.0000 eV. The calculation puts the HOMO energy (spin up / spin down) at -10.64 / -10.65 eV.



Which formula does entry 4 have?
C19H29AsN6S3Tm